Record 1
# C27H31InN3O9SSe

A structure of composition C27H31InN3O9SSe (wB97M-V/def2-TZVPD, the OMol25 dataset).

Geometry (Å):
In  0.2532  0.8077  0.2855
O  6.7009  -1.5762  -1.1087
C  6.4069  -0.3758  -1.2249
O  7.0822  0.5927  -1.5878
C  4.9843  -0.0315  -0.7238
C  4.3762  -0.8162  0.2462
C  3.0721  -0.5628  0.6106
N  2.3682  0.4127  0.0429
C  2.9495  1.2192  -0.8561
C  4.2578  1.0358  -1.2495
C  2.0803  2.3455  -1.4014
O  2.4821  3.0348  -2.3179
O  0.9381  2.4945  -0.8200
H  4.9204  -1.6525  0.6601
H  2.5456  -1.1631  1.3424
H  4.7097  1.6999  -1.9717
C  -1.5011  4.3485  0.1372
C  -0.9727  3.7807  1.3986
N  -0.4854  2.5667  1.5581
C  -0.0899  2.4496  2.8562
C  -0.3589  3.6079  3.5164
N  -0.9246  4.4367  2.5778
C  -0.1726  4.0648  4.9116
O  0.3799  3.1969  5.7313
O  -0.5172  5.1811  5.2282
C  0.5291  1.1763  3.3145
O  0.8164  1.0684  4.5087
O  0.6872  0.3035  2.4091
H  -1.3114  3.6459  -0.6716
H  -0.9944  5.2822  -0.1032
H  -2.5730  4.5372  0.2166
H  -1.2130  5.3838  2.7840
H  0.6231  2.3403  5.2540
C  3.6225  -3.7192  -2.0017
S  2.4614  -2.3694  -2.2634
C  0.9334  -3.2915  -2.4986
H  3.3455  -4.3082  -1.1274
H  4.5994  -3.2680  -1.8307
H  3.6790  -4.3663  -2.8758
H  0.9946  -3.9469  -3.3671
H  0.1406  -2.5597  -2.6472
H  0.6982  -3.8823  -1.6134
C  1.8793  0.6409  -4.5120
C  0.6751  0.7890  -3.6307
C  -0.4218  1.7031  -4.0926
O  0.6017  0.2133  -2.5662
H  1.6046  0.6558  -5.5656
H  2.4163  -0.2694  -4.2589
H  2.5255  1.4988  -4.3145
H  -0.8397  1.3292  -5.0281
H  0.0009  2.6884  -4.2888
H  -1.1999  1.7702  -3.3367
C  -5.6544  -3.6812  2.8666
C  -4.6985  -2.8711  2.0392
C  -4.1599  -3.3670  0.8650
C  -3.2700  -2.6297  0.0897
C  -2.7316  -3.2579  -1.1637
C  -2.9078  -1.3409  0.5082
Se  -1.7635  -0.3728  -0.7154
C  -3.4521  -0.8194  1.6834
C  -3.1089  0.5511  2.1595
C  -4.3314  -1.5925  2.4277
H  -5.7622  -4.6882  2.4673
H  -6.6436  -3.2207  2.8878
H  -5.3103  -3.7619  3.8979
H  -4.4289  -4.3639  0.5372
H  -3.1257  -4.2667  -1.2748
H  -1.6429  -3.3054  -1.1432
H  -3.0028  -2.6840  -2.0505
H  -2.0620  0.5929  2.4449
H  -3.7051  0.8223  3.0280
H  -3.2660  1.2909  1.3701
H  -4.7380  -1.1770  3.3415

Calculated values
Net charge = -1

***

Record 2
# C27H31N3O6

The molecule C27H31N3O6 at a distorted geometry (wB97M-V/def2-TZVPD, the OMol25 dataset).

Geometry (Å):
C  -0.7608  -3.3835  0.2907
O  -1.3938  -2.5497  1.2343
C  -2.5671  -1.9170  0.9353
C  -3.2864  -1.4815  2.0444
C  -4.4704  -0.7845  1.9201
C  -4.9803  -0.5081  0.6616
C  -6.1932  0.3662  0.4909
C  -5.8015  1.8428  0.7278
N  -4.5525  2.1358  0.0639
C  -3.3879  1.9906  0.7550
O  -3.2995  2.1670  1.9515
C  -2.2134  1.5476  -0.0671
C  -2.3684  1.5795  -1.4569
N  -2.5931  1.6285  -2.5862
C  -1.1766  0.9992  0.6126
C  -0.0206  0.2977  0.1312
C  0.8377  -0.2816  1.0738
C  1.9427  -1.0123  0.6950
C  2.2230  -1.1834  -0.6580
O  3.2879  -1.8733  -1.1557
C  4.1189  -2.5684  -0.2531
C  4.9640  -1.6589  0.6504
O  5.3504  -2.0233  1.7390
N  5.2668  -0.4755  0.0881
C  5.9223  0.5770  0.8223
C  5.1480  1.8998  0.7441
C  5.2379  2.6032  -0.6160
C  3.9276  3.3842  -0.6457
C  2.9810  2.4145  0.0625
O  3.7654  1.6762  0.9863
C  1.3796  -0.6061  -1.6129
C  0.2783  0.1197  -1.2267
C  -4.2776  -0.9525  -0.4526
C  -3.0784  -1.6463  -0.3470
O  -2.3497  -2.0543  -1.4352
C  -2.8671  -1.8365  -2.7263
H  -1.4540  -4.1213  -0.1205
H  -0.3150  -2.8123  -0.5258
H  0.0233  -3.8965  0.8481
H  -2.8730  -1.6982  3.0164
H  -4.9894  -0.4459  2.8028
H  -6.9731  0.0912  1.2016
H  -6.5911  0.2561  -0.5201
H  -6.5826  2.5118  0.3591
H  -5.6386  2.0268  1.7911
H  -4.5317  1.9268  -0.9250
H  -1.2718  1.0624  1.6913
H  0.6256  -0.1580  2.1243
H  2.5828  -1.4303  1.4546
H  3.5456  -3.2565  0.3782
H  4.7970  -3.1567  -0.8794
H  4.8400  -0.2424  -0.7963
H  5.9835  0.2349  1.8581
H  6.9370  0.7373  0.4399
H  5.5399  2.5663  1.5291
H  6.1184  3.2368  -0.6897
H  5.2616  1.8715  -1.4258
H  3.5909  3.6261  -1.6508
H  4.0263  4.3058  -0.0717
H  2.1820  2.9176  0.6125
H  2.5233  1.7212  -0.6558
H  1.6129  -0.7488  -2.6569
H  -0.3558  0.5550  -1.9813
H  -4.6717  -0.7311  -1.4331
H  -3.8384  -2.3237  -2.8587
H  -2.9534  -0.7697  -2.9548
H  -2.1437  -2.2889  -3.4030

Calculated values
SMILES string = COc1ccc(CCNC(=O)/C(C#N)=C/c2ccc(OCC(=O)NC[C@H]3CCCO3)cc2)cc1OC

***

Record 3
# C27H31N3O6S2

The molecule C27H31N3O6S2 at a distorted geometry (wB97M-V/def2-TZVPD, the OMol25 dataset).

Geometry (Å):
C  0.2746  2.3991  4.3073
O  -0.3886  1.4461  3.5084
C  -0.2400  0.1242  3.8221
C  0.0954  -0.3355  5.0885
C  0.1259  -1.6928  5.3638
C  -0.1893  -2.6070  4.3768
C  -0.4899  -2.1627  3.1012
C  -0.4956  -0.8065  2.8030
N  -0.7751  -0.3823  1.4945
S  0.2113  0.6942  0.6804
O  1.3140  1.1339  1.4834
O  0.5636  0.0692  -0.5752
C  -0.9296  2.0103  0.2426
C  -1.8478  2.5439  1.1242
C  -2.7868  3.4456  0.6484
C  -2.8894  3.7480  -0.7032
C  -3.9689  4.6537  -1.2128
C  -1.9812  3.1555  -1.5917
N  -2.1337  3.3283  -2.9729
C  -2.0264  2.3763  -3.9540
O  -2.1682  2.6749  -5.1183
C  -1.7137  0.9993  -3.4638
C  -0.5981  0.3419  -3.9674
C  -0.1602  -0.8378  -3.3869
C  -0.8290  -1.3412  -2.2894
S  -0.3252  -2.8195  -1.3720
O  -1.0138  -2.7598  -0.1018
O  -0.6527  -3.9084  -2.2517
N  1.2771  -2.9539  -1.0273
C  1.7193  -2.6449  0.3219
C  3.2238  -2.7470  0.5531
C  4.0044  -1.5489  0.0116
C  4.2472  -1.5970  -1.4940
C  2.9558  -1.6331  -2.3076
C  2.1985  -2.9550  -2.1338
C  -2.0173  -0.7685  -1.8718
C  -2.4673  0.3979  -2.4586
C  -0.9615  2.3491  -1.0939
H  -0.2102  2.5137  5.2833
H  1.3257  2.1348  4.4425
H  0.2098  3.3381  3.7595
H  0.3201  0.3671  5.8754
H  0.3850  -2.0270  6.3569
H  -0.1885  -3.6645  4.5908
H  -0.7275  -2.8586  2.3110
H  -0.9844  -1.1773  0.8860
H  -1.8241  2.2549  2.1594
H  -3.4901  3.8898  1.3373
H  -4.6323  4.9495  -0.4052
H  -4.5582  4.1554  -1.9817
H  -3.5400  5.5564  -1.6487
H  -2.4515  4.2328  -3.2995
H  -0.0552  0.7811  -4.7910
H  0.7125  -1.3307  -3.7769
H  1.4042  -1.6351  0.5965
H  1.2058  -3.3526  0.9793
H  3.3602  -2.7816  1.6365
H  3.6147  -3.6791  0.1433
H  3.4593  -0.6362  0.2621
H  4.9745  -1.5068  0.5136
H  4.8205  -0.7124  -1.7806
H  4.8523  -2.4749  -1.7388
H  2.3077  -0.8129  -1.9929
H  3.2052  -1.4996  -3.3631
H  2.9109  -3.7785  -2.0066
H  1.5884  -3.1946  -3.0067
H  -2.5593  -1.2286  -1.0615
H  -3.3847  0.8548  -2.1177
H  -0.2127  1.9333  -1.7454

Calculated values
SMILES string = COc1ccccc1NS(=O)(=O)c1ccc(C)c(NC(=O)c2ccc(S(=O)(=O)N3CCCCCC3)cc2)c1

***

Record 4
# C27H31NO4S4Sn

A structure of composition C27H31NO4S4Sn (wB97M-V/def2-TZVPD, the OMol25 dataset).

Geometry (Å):
Sn  1.3808  0.5043  -0.9722
S  3.4809  -0.3592  0.2295
C  3.9155  0.4390  1.7475
C  4.9544  -0.1767  2.4643
C  5.4284  0.3269  3.6586
C  4.8883  1.4915  4.1910
C  3.8718  2.1229  3.5002
C  3.3713  1.6040  2.3039
S  2.0151  2.4719  1.5594
C  0.7123  2.0089  2.7333
C  0.7026  0.5363  3.0267
C  0.7951  0.0588  4.3271
C  0.8187  -1.3113  4.5322
C  0.7687  -2.1614  3.4398
C  0.6910  -1.5985  2.1736
C  0.7062  -2.4449  0.9276
S  -0.3102  -1.5932  -0.3124
C  -0.1883  -2.6860  -1.7019
C  -1.1545  -3.6909  -1.8036
C  -1.1743  -4.5494  -2.8843
C  -0.2178  -4.3828  -3.8835
C  0.7374  -3.3938  -3.7844
C  0.7934  -2.5192  -2.6842
S  2.1152  -1.3716  -2.6247
N  0.6375  -0.2820  1.9779
H  5.3856  -1.0796  2.0498
H  6.2301  -0.1870  4.1744
H  5.2620  1.9056  5.1182
H  3.4448  3.0419  3.8848
H  -0.2213  2.3007  2.2449
H  0.8273  2.5784  3.6549
H  0.8666  0.7486  5.1573
H  0.8894  -1.7133  5.5350
H  0.8016  -3.2359  3.5611
H  0.3017  -3.4414  1.0946
H  1.7265  -2.5143  0.5393
H  -1.8975  -3.7844  -1.0194
H  -1.9243  -5.3258  -2.9544
H  -0.2190  -5.0337  -4.7492
H  1.4782  -3.2755  -4.5647
C  -3.4218  0.3496  0.0646
C  -2.5684  1.1735  1.0579
O  -1.6726  2.0734  0.4488
C  -2.2643  3.1267  -0.2869
C  -1.1900  3.7242  -1.1712
O  -0.6670  2.8116  -2.1102
C  -1.4762  2.5716  -3.2404
C  -0.9423  1.3507  -3.9679
O  -1.2319  0.1217  -3.3219
C  -2.5829  -0.2822  -3.4393
C  -3.1518  -0.6224  -2.0804
O  -2.8756  0.4616  -1.2256
H  -4.4652  0.6900  0.0581
H  -3.4201  -0.6975  0.3901
H  -1.9342  0.5021  1.6374
H  -3.2326  1.7007  1.7560
H  -2.6447  3.9031  0.3925
H  -3.1003  2.7587  -0.8860
H  -0.3463  4.0264  -0.5478
H  -1.5814  4.6203  -1.6724
H  -1.4501  3.4358  -3.9191
H  -2.5177  2.4062  -2.9446
H  0.1452  1.4135  -4.0237
H  -1.3343  1.3375  -4.9922
H  -2.6483  -1.1644  -4.0861
H  -3.1837  0.5109  -3.8940
H  -2.6997  -1.5377  -1.6841
H  -4.2333  -0.7937  -2.1799

***

Record 5
# C27H32CsN9O6S2Si

A structure of composition C27H32CsN9O6S2Si at a distorted geometry (wB97M-V/def2-TZVPD, the OMol25 dataset).

Geometry (Å):
Cs  1.8995  -1.2871  0.4110
C  3.0262  5.0870  -2.0195
Si  2.6642  3.9117  -0.5719
C  3.9136  2.5281  -0.7664
C  3.1957  4.8713  0.9705
N  1.1187  3.2828  -0.4947
C  -0.0312  3.9520  -0.3545
C  -0.1753  5.3769  -0.3710
C  -1.3886  6.0333  -0.2250
C  -2.5670  5.3189  -0.0363
C  -2.4799  3.9259  0.0033
C  -1.2753  3.2755  -0.1651
O  -1.2223  1.8868  -0.0500
C  -2.2244  1.1669  -0.6290
C  -2.5959  1.3631  -1.9574
C  -3.5994  0.5808  -2.5100
C  -4.2429  -0.3920  -1.7462
C  -3.8514  -0.5855  -0.4283
C  -2.8365  0.1819  0.1319
H  4.0975  5.3116  -2.0972
H  2.4873  6.0355  -1.9215
H  2.7056  4.6241  -2.9612
H  4.9038  2.9384  -0.9999
H  3.6302  1.8482  -1.5766
H  4.0073  1.9364  0.1498
H  4.2728  5.0819  0.9661
H  2.9635  4.2879  1.8689
H  2.6614  5.8250  1.0497
H  0.7287  5.9623  -0.5092
H  -1.4121  7.1191  -0.2550
H  -3.5212  5.8172  0.0862
H  -3.3732  3.3332  0.1683
H  -2.0923  2.1276  -2.5366
H  -3.8794  0.7328  -3.5473
H  -5.0287  -1.0001  -2.1791
H  -4.3234  -1.3517  0.1765
H  -2.5083  0.0199  1.1539
C  -2.6476  0.2914  4.0264
C  -1.4839  0.9259  3.6046
C  -0.3761  0.1821  3.2195
C  -0.4117  -1.2163  3.2306
C  -1.5857  -1.8500  3.6555
C  -2.6865  -1.1018  4.0449
N  0.7422  -1.9211  2.8364
N  0.4605  -3.0668  2.3139
C  1.4378  -3.8864  1.9333
C  2.8418  -3.7726  2.2497
C  3.7457  -4.6003  1.7037
C  3.3315  -5.5602  0.6523
C  1.8475  -5.7622  0.6454
N  0.9961  -4.9868  1.1940
H  -3.5156  0.8713  4.3184
H  -1.4426  2.0074  3.5440
H  0.5150  0.6908  2.8668
H  -1.6186  -2.9319  3.6392
H  -3.5915  -1.6115  4.3613
H  3.1456  -3.0471  2.9951
H  4.7943  -4.5348  1.9646
H  3.8633  -6.5132  0.7198
H  1.4644  -6.6148  0.0833
N  -0.1209  -1.1354  -2.8588
N  -1.0594  -2.0785  -3.2816
C  -1.7851  -2.8802  -2.4848
N  -2.6968  -3.6638  -3.1165
N  -1.5799  -2.7461  -1.1873
N  -2.3209  -3.5353  -0.3459
O  -2.2926  -3.2237  0.8144
O  -2.9162  -4.5660  -0.7392
H  -0.4593  -0.6953  -2.0101
H  0.7416  -1.6272  -2.6431
H  -1.2364  -2.0864  -4.2676
H  -2.5803  -3.8186  -4.1020
H  -3.0462  -4.4105  -2.5300
O  2.0856  -3.0090  -1.6481
S  3.5367  -3.1498  -1.4918
O  4.0046  -2.4130  -0.3225
O  4.2806  -2.9151  -2.7064
S  3.9716  -5.1649  -1.1085

Calculated values
Net charge = -2

***

Record 6
# C27H32F5N2OPdSe2Te2

A structure of composition C27H32F5N2OPdSe2Te2 (wB97M-V/def2-TZVPD, the OMol25 dataset).

Geometry (Å):
Pd  1.4207  -0.8739  -0.2438
Te  1.9933  -3.1706  0.3948
C  0.1687  -4.0987  0.7973
C  -0.7519  -3.5232  1.6680
C  -1.9504  -4.1752  1.8970
C  -2.2290  -5.3746  1.2494
C  -1.3061  -5.9384  0.3817
C  -0.0923  -5.3038  0.1567
H  -0.5251  -2.5902  2.1673
H  -2.6716  -3.7487  2.5815
H  -3.1701  -5.8764  1.4306
H  -1.5224  -6.8769  -0.1099
H  0.6391  -5.7584  -0.5024
F  2.6797  1.1215  3.3019
Te  2.4799  -0.6000  2.6559
F  1.5137  0.9320  0.9977
F  0.6104  -0.5479  2.6838
F  2.1963  -1.1299  4.4071
F  4.2723  -0.9389  3.1541
O  2.2401  -2.4892  2.1992
Se  3.6856  -0.1839  0.3553
C  4.9791  -1.5869  0.1041
C  4.9242  -2.2489  -1.1216
C  5.9196  -3.1528  -1.4596
C  6.9547  -3.4012  -0.5707
C  7.0053  -2.7352  0.6476
C  6.0263  -1.8166  0.9891
H  4.1159  -2.0479  -1.8166
H  5.8836  -3.6615  -2.4133
H  7.7274  -4.1127  -0.8292
H  7.8168  -2.9258  1.3366
H  6.0736  -1.2956  1.9339
C  -4.9564  1.9964  1.3657
C  -4.4948  0.8801  0.4371
C  -3.5389  -0.1158  1.0875
C  -2.2100  0.4684  1.5634
N  -1.5379  1.2807  0.5417
C  -0.9778  0.8145  -0.5811
Se  -0.8598  -1.0061  -1.0754
N  -0.4261  1.8353  -1.2598
C  0.1825  1.7514  -2.5908
C  -0.8476  1.5167  -3.6940
C  -2.0151  2.5000  -3.7064
C  -1.6243  3.9121  -4.1244
C  -0.5771  2.9953  -0.5135
C  -0.1363  4.2974  -0.7269
C  -0.4277  5.2209  0.2545
C  -1.1297  4.8629  1.4148
C  -1.5634  3.5718  1.6283
C  -1.2768  2.6402  0.6358
H  -5.7075  2.6211  0.8832
H  -4.1367  2.6528  1.6592
H  -5.4009  1.5879  2.2758
H  -4.0316  1.3067  -0.4592
H  -5.3656  0.3239  0.0848
H  -3.3370  -0.9367  0.3978
H  -4.0164  -0.5584  1.9667
H  -1.5182  -0.3144  1.8636
H  -2.3531  1.1215  2.4214
H  0.9091  0.9382  -2.5773
H  0.7289  2.6806  -2.7393
H  -1.2192  0.4946  -3.6026
H  -0.3137  1.5709  -4.6469
H  -2.4986  2.5177  -2.7237
H  -2.7671  2.1182  -4.3994
H  -0.9059  4.3621  -3.4384
H  -2.4939  4.5681  -4.1513
H  -1.1779  3.9117  -5.1206
H  0.4232  4.5785  -1.6072
H  -0.0991  6.2438  0.1336
H  -1.3252  5.6174  2.1640
H  -2.0839  3.3025  2.5359

Calculated values
Net charge = +1

***

Record 7
# C27H32IrO4PS4

A structure of composition C27H32IrO4PS4 at a distorted geometry (wB97M-V/def2-TZVPD, the OMol25 dataset).

Geometry (Å):
Ir  0.6028  -1.0636  0.4704
C  -1.1973  -0.8745  3.4475
C  -0.3468  -2.1005  3.6933
S  0.5033  -2.7555  2.2215
C  2.1250  -3.1000  2.9537
C  2.8231  -1.8681  3.4995
S  2.8674  -0.6098  2.2091
C  2.3935  0.8877  3.0943
C  1.0153  0.8892  3.7573
S  -0.3672  0.5050  2.6339
H  -1.6165  -0.5334  4.3957
H  -2.0390  -1.1038  2.7914
H  -0.9642  -2.9114  4.0807
H  0.4095  -1.8919  4.4452
H  2.7039  -3.5395  2.1402
H  2.0019  -3.8643  3.7220
H  3.8435  -2.1318  3.7784
H  2.3398  -1.4884  4.3979
H  2.4618  1.6575  2.3276
H  3.1464  1.1123  3.8516
H  0.8319  1.8892  4.1516
H  0.9724  0.2080  4.6075
O  2.4022  -1.1462  -1.0879
S  3.1123  0.1548  -1.0985
O  4.5096  0.0651  -1.3861
O  2.7546  0.9400  0.0918
C  2.3041  1.0578  -2.3836
C  3.0453  1.6535  -3.3881
C  2.4293  2.5222  -4.2762
C  1.0856  2.8258  -4.1220
C  0.3473  2.2219  -3.1144
C  0.9335  1.2937  -2.2539
P  -0.1429  0.5690  -0.9508
C  -1.6671  0.0638  -1.8359
C  -1.7777  -0.0607  -3.2190
C  -2.9598  -0.5117  -3.7945
C  -4.0487  -0.8335  -3.0002
C  -3.9478  -0.7240  -1.6190
C  -2.7608  -0.2980  -1.0439
C  -0.6160  2.1195  -0.0936
C  -1.9317  2.5240  0.0972
C  -2.2133  3.6869  0.8061
C  -1.1853  4.4556  1.3241
C  0.1334  4.0716  1.1091
C  0.4203  2.9161  0.4016
H  4.1067  1.4493  -3.4394
H  3.0066  2.9868  -5.0643
H  0.6080  3.5419  -4.7775
H  -0.6945  2.4930  -2.9930
H  -0.9389  0.1746  -3.8587
H  -3.0253  -0.6056  -4.8704
H  -4.9711  -1.1719  -3.4539
H  -4.7941  -0.9684  -0.9891
H  -2.6802  -0.2448  0.0364
H  -2.7551  1.9557  -0.3094
H  -3.2429  3.9912  0.9424
H  -1.4064  5.3605  1.8748
H  0.9453  4.6845  1.4801
H  1.4492  2.6289  0.2252
C  -2.1822  -3.9291  -0.7210
O  -1.3910  -2.9256  -0.0338
C  -0.3554  -2.3521  -0.5746
C  0.1058  -2.8047  -1.9127
H  -2.9220  -4.2463  0.0055
H  -1.5744  -4.7765  -1.0212
H  -2.6618  -3.4633  -1.5797
H  -0.0726  -3.8602  -2.1026
H  1.1572  -2.5563  -2.0227
H  -0.4479  -2.2414  -2.6726

Calculated values
Net charge = +1
2S+1 = 2

***

DFT total energy
In order: -132763.3376 -45256.8455 -66927.3675 -87354.7283 -84308.7937 -195887.0479 -92171.4456
Unit: eV